Density functional theory data (ωB97M-V/def2-TZVPD) for a 6-piece molecular cluster, C41H93B2Cl2NO18P overall at a distorted geometry.

The geometry in XYZ format:
```
158
Properties=species:S:1:pos:R:3
C -0.980 -5.589 1.580
O -0.410 -4.694 2.500
C 0.949 -4.990 2.799
C 1.441 -3.946 3.786
C 2.868 -3.458 3.562
C 3.195 -3.090 2.114
C 4.383 -2.151 1.955
C 4.246 -0.766 2.605
C 3.988 0.359 1.584
C 2.933 0.015 0.517
B 1.958 1.274 0.068
C 2.802 2.630 -0.251
C 3.954 2.476 -1.235
C 3.658 3.096 -2.598
O 5.130 3.114 -0.656
O 0.862 1.593 1.002
C -0.378 1.027 0.699
C -0.821 0.072 1.827
C 0.264 -0.213 2.841
O 0.245 0.818 3.852
C 1.457 1.094 4.378
O 1.931 2.234 4.450
C -1.333 2.256 0.614
Cl -1.156 3.294 2.054
C -2.829 1.859 0.385
C -3.526 2.734 -0.680
Cl -3.872 1.961 1.871
C -0.103 0.382 -0.739
B -0.151 -1.201 -0.881
N -1.346 -1.981 -0.482
O 0.918 -1.862 -1.420
P -1.160 1.027 -2.187
C -1.003 -0.272 -3.464
O -0.224 2.179 -2.907
O 1.205 0.750 -1.128
H -0.222 -5.982 0.901
H -1.703 -5.045 0.978
H -1.517 -6.395 2.080
H 1.511 -4.988 1.864
H 1.010 -5.998 3.217
H 1.398 -4.384 4.782
H 0.722 -3.134 3.782
H 3.060 -2.625 4.231
H 3.562 -4.239 3.879
H 3.452 -4.019 1.603
H 2.295 -2.719 1.625
H 5.234 -2.664 2.409
H 4.624 -2.042 0.902
H 5.205 -0.540 3.075
H 3.511 -0.753 3.406
H 3.705 1.268 2.113
H 4.944 0.582 1.114
H 3.458 -0.337 -0.370
H 2.309 -0.821 0.832
H 2.115 3.375 -0.661
H 3.213 3.028 0.673
H 4.235 1.441 -1.423
H 4.593 3.337 -3.107
H 3.184 2.339 -3.218
H 3.015 3.966 -2.522
H 5.520 3.697 -1.305
H -1.604 0.570 2.396
H -1.256 -0.849 1.460
H 1.237 -0.299 2.375
H 0.027 -1.152 3.342
H 2.005 0.255 4.843
H -1.020 2.903 -0.193
H -2.899 0.825 0.077
H -2.865 3.507 -1.056
H -3.869 2.113 -1.495
H -4.369 3.252 -0.239
H -1.211 -2.981 -0.590
H -2.117 -1.751 -1.100
H 0.803 -2.809 -1.351
H -1.389 0.171 -4.379
H -1.625 -1.130 -3.243
H 0.031 -0.555 -3.657
H -0.332 2.973 -2.380
C 7.568 -0.845 -1.124
O 6.308 -0.832 -1.767
C 6.389 -0.827 -3.178
C 6.227 -2.211 -3.769
O 7.264 -3.101 -3.381
C 6.919 -3.912 -2.273
H 7.412 -1.186 -0.101
H 8.274 -1.517 -1.618
H 7.989 0.166 -1.096
H 7.330 -0.373 -3.507
H 5.569 -0.202 -3.543
H 6.267 -2.130 -4.860
H 5.251 -2.625 -3.498
H 6.311 -4.764 -2.599
H 6.371 -3.353 -1.512
H 7.843 -4.288 -1.836
C -3.962 -3.050 1.228
O -4.619 -2.435 2.322
C -5.217 -1.187 1.997
C -6.694 -1.322 1.699
O -6.953 -2.122 0.552
C -7.246 -3.470 0.864
H -3.844 -4.108 1.467
H -4.537 -2.960 0.303
H -2.970 -2.612 1.079
H -4.696 -0.715 1.162
H -5.097 -0.541 2.868
H -7.096 -0.326 1.490
H -7.224 -1.725 2.568
H -8.296 -3.567 1.164
H -6.609 -3.858 1.662
H -7.084 -4.065 -0.034
C -2.195 6.285 -0.310
O -2.423 5.741 -1.605
C -3.326 6.483 -2.401
C -2.626 7.425 -3.360
O -1.891 8.436 -2.696
C -0.513 8.133 -2.541
H -1.273 5.848 0.070
H -2.089 7.371 -0.334
H -3.013 6.012 0.365
H -4.032 7.035 -1.771
H -3.899 5.758 -2.990
H -3.386 7.931 -3.965
H -1.977 6.861 -4.038
H 0.030 8.352 -3.468
H -0.347 7.091 -2.267
H -0.121 8.764 -1.748
C 2.661 8.299 0.824
O 2.628 7.495 -0.339
C 3.665 7.779 -1.261
C 4.849 6.848 -1.107
O 5.487 6.984 0.149
C 5.055 6.011 1.099
H 2.070 7.797 1.588
H 3.677 8.436 1.198
H 2.215 9.282 0.622
H 3.986 8.823 -1.168
H 3.246 7.642 -2.263
H 5.589 7.107 -1.872
H 4.539 5.811 -1.270
H 5.574 5.066 0.934
H 3.980 5.834 1.042
H 5.298 6.386 2.093
C -8.239 -9.377 1.331
O -8.410 -9.710 -0.036
C -9.331 -8.871 -0.712
C -8.651 -7.750 -1.472
O -7.961 -6.855 -0.619
C -6.575 -7.138 -0.511
H -7.304 -9.824 1.666
H -8.188 -8.298 1.486
H -9.060 -9.788 1.929
H -10.064 -8.464 -0.009
H -9.867 -9.499 -1.430
H -9.422 -7.170 -1.988
H -7.974 -8.157 -2.229
H -6.043 -6.724 -1.375
H -6.373 -8.208 -0.447
H -6.202 -6.655 0.391
```

HOMO ... -4.37 eV
Calculated total energy ... -4338.4537 Eh
F_max ... 3.2 eV Å⁻¹
Total charge ... -1



Density functional theory data (ωB97M-V/def2-TZVPD) for a 11-piece molecular cluster, C16H44BN6O18 overall at a distorted geometry.

The geometry in XYZ format:
```
85
Properties=species:S:1:pos:R:3
O -1.472 2.672 0.014
C -0.932 1.597 0.067
O -1.046 0.557 -0.708
B -0.030 -0.420 -0.377
O 0.588 0.093 0.877
C 0.040 1.216 1.263
O 0.320 1.849 2.245
O 1.109 -0.566 -1.300
C 1.266 -1.789 -1.720
O 2.174 -2.183 -2.393
C 0.216 -2.652 -0.930
O -0.571 -1.772 -0.291
O 0.168 -3.831 -0.906
O 0.909 -5.516 -3.242
H 0.912 -4.978 -2.438
H 1.598 -6.171 -3.096
O 4.310 0.166 -2.128
H 3.471 -0.231 -1.880
H 4.604 -0.348 -2.886
O -0.682 -4.954 1.648
H -1.011 -4.450 0.901
H -0.383 -4.289 2.277
O -2.978 0.112 -3.280
H -2.736 1.050 -3.428
H -2.494 -0.138 -2.488
C 5.406 -3.875 -1.782
O 4.759 -4.825 -2.214
N 6.642 -4.023 -1.199
N 4.952 -2.582 -1.813
H 7.055 -4.910 -1.446
H 7.208 -3.197 -1.155
H 5.420 -1.912 -1.237
H 3.958 -2.554 -2.063
C 0.561 6.098 1.889
O 0.614 7.336 1.903
N 0.989 5.362 2.941
N 0.165 5.405 0.786
H 1.235 5.884 3.760
H 0.801 4.371 2.916
H -0.293 4.511 0.834
H 0.064 5.967 -0.037
C -1.724 3.662 -3.704
O -2.672 2.867 -3.627
N -0.783 3.765 -2.742
N -1.530 4.445 -4.788
H -0.938 3.177 -1.933
H 0.007 4.374 -2.800
H -2.258 4.637 -5.454
H -0.904 5.230 -4.727
C -3.068 -3.585 -2.480
C -3.126 -4.722 -1.492
C -3.357 -4.358 -0.022
O -4.091 -5.717 -1.830
H -2.307 -2.829 -2.277
H -3.989 -2.996 -2.397
H -2.881 -3.902 -3.506
H -2.166 -5.256 -1.484
H -3.584 -5.276 0.517
H -4.278 -3.791 0.169
H -2.548 -3.752 0.372
H -4.621 -5.397 -2.567
C -3.632 4.237 3.813
C -3.136 4.240 2.402
C -4.129 3.508 1.459
O -3.027 5.606 1.949
H -4.471 4.915 4.012
H -2.806 4.446 4.498
H -4.163 3.336 4.139
H -2.188 3.723 2.234
H -3.751 2.544 1.120
H -4.179 4.031 0.501
H -5.115 3.490 1.920
H -3.026 6.126 2.758
C 2.833 -1.845 2.214
C 3.628 -1.356 3.391
C 3.306 0.124 3.630
O 3.227 -2.181 4.492
H 3.061 -2.841 1.826
H 3.078 -1.285 1.294
H 1.753 -1.716 2.285
H 4.688 -1.479 3.157
H 3.474 0.671 2.699
H 3.839 0.636 4.429
H 2.225 0.210 3.775
H 2.441 -1.797 4.890
```

HOMO ... -7.68 eV
Calculated total energy ... -2344.2013 Eh
F_max ... 2.6 eV Å⁻¹
Total charge ... -1



Density functional theory data (ωB97M-V/def2-TZVPD) for C23H18N10O2SeSn as an isolated structure.

The geometry in XYZ format:
```
55
Properties=species:S:1:pos:R:3
Sn -0.134 -0.305 0.110
C -0.224 4.319 1.250
C 0.957 4.537 1.939
C 1.771 3.458 2.245
C 1.391 2.181 1.852
N 0.250 1.981 1.178
C -0.531 3.020 0.886
C 2.190 0.972 2.186
C 3.428 1.048 2.813
C 4.083 -0.125 3.142
C 3.483 -1.341 2.869
C 2.245 -1.350 2.238
N 1.641 -0.210 1.886
C 1.507 -2.608 1.947
C 1.965 -3.855 2.356
C 1.219 -4.987 2.067
C 0.020 -4.849 1.386
C -0.374 -3.577 1.017
N 0.348 -2.488 1.284
H -0.890 5.132 1.000
H 1.245 5.535 2.241
H 2.687 3.624 2.790
H -1.438 2.794 0.337
H 3.887 1.998 3.041
H 5.053 -0.092 3.620
H 3.986 -2.255 3.143
H 2.890 -3.959 2.900
H 1.576 -5.960 2.374
H -0.590 -5.708 1.146
H -1.306 -3.410 0.487
O -3.171 1.387 -3.208
C -2.705 1.129 -2.125
O -1.398 1.267 -1.882
C -3.482 0.673 -0.940
C -4.859 0.801 -0.955
C -5.574 0.361 0.152
C -4.882 -0.194 1.214
C -3.498 -0.276 1.140
N -2.803 0.150 0.088
H -5.344 1.240 -1.816
H -6.651 0.452 0.181
H -5.403 -0.554 2.090
H -2.918 -0.697 1.954
N -3.339 -3.293 -3.850
N -2.182 -2.810 -3.338
N -1.018 -3.131 -3.845
C -0.188 -2.531 -3.005
N -0.848 -1.878 -2.042
N -2.138 -2.074 -2.265
H -3.211 -3.666 -4.778
H -4.124 -2.675 -3.724
H 0.885 -2.560 -3.091
Se -0.518 1.744 -3.470
C 0.996 1.532 -2.464
N 1.793 1.294 -1.665
```

HOMO ... -14.34 eV
ΔE to the lowest compared entry with this formula, charge and spin ... 159.2 kJ/mol
Calculated total energy ... -4200.5129 Eh
F_max ... 0.8 eV Å⁻¹
Total charge ... +2



Density functional theory data (ωB97M-V/def2-TZVPD) for C45H53Cl5NP2PtSi4 as an isolated structure at a distorted geometry.

The geometry in XYZ format:
```
111
Properties=species:S:1:pos:R:3
Pt -0.188 -0.354 0.062
C 0.609 2.449 1.232
P -1.174 2.014 1.155
C -1.903 3.269 2.265
C -1.821 2.993 3.633
C -2.276 3.915 4.565
C -2.829 5.114 4.140
C -2.944 5.382 2.782
C -2.484 4.466 1.845
C -1.841 2.312 -0.519
C -0.778 1.307 -2.670
C -1.569 1.626 -3.677
C -3.495 3.007 -2.639
C -4.153 2.664 -1.322
C -3.368 2.307 -0.324
C 1.107 1.393 2.134
C 1.565 1.388 3.417
C 1.654 0.025 3.842
C 1.254 -0.746 2.797
C 1.022 -2.182 2.596
P -0.503 -2.111 1.652
C -0.978 -3.783 1.216
C -2.332 -4.103 1.071
C -2.701 -5.395 0.742
C -1.727 -6.369 0.549
C -0.381 -6.048 0.665
C -0.002 -4.755 0.985
C -1.741 -1.654 2.913
C -2.702 -0.664 2.751
C -3.601 -0.383 3.773
C -3.558 -1.105 4.954
C -2.625 -2.125 5.107
C -1.725 -2.402 4.095
N 0.925 0.083 1.729
H 0.770 3.465 1.572
H 1.038 2.308 0.239
H -1.394 2.052 3.964
H -2.205 3.695 5.623
H -3.174 5.840 4.865
H -3.390 6.309 2.447
H -2.583 4.697 0.792
H 0.290 1.296 -2.774
H -1.208 1.892 -4.663
H -4.171 3.557 -3.286
H -5.233 2.664 -1.251
H -3.770 1.989 0.632
H 1.820 2.265 3.991
H 1.980 -0.337 4.804
H 0.930 -2.772 3.504
H 1.806 -2.619 1.987
H -3.092 -3.348 1.236
H -3.749 -5.645 0.639
H -2.019 -7.382 0.308
H 0.375 -6.805 0.501
H 1.050 -4.510 1.067
H -2.758 -0.109 1.830
H -4.334 0.403 3.642
H -4.257 -0.888 5.751
H -2.602 -2.709 6.018
H -1.016 -3.211 4.227
Cl -0.091 4.490 -0.982
C -1.504 3.564 -1.324
C -1.366 0.950 -1.330
C -2.565 0.096 -1.635
Cl -2.796 -1.337 -0.680
C -3.400 0.407 -2.613
Cl -4.793 -0.519 -2.945
C -3.067 1.664 -3.430
Cl -3.919 1.652 -4.995
C -2.295 3.872 -2.341
Cl -2.013 5.197 -3.391
C 2.758 -2.308 -4.064
Si 1.309 -2.072 -2.924
C -0.189 -1.558 -3.906
C 0.892 -3.639 -1.998
Si 1.796 -0.375 -1.288
Si 3.883 -1.084 -0.261
C 3.505 -2.876 0.222
C 4.249 -0.059 1.252
C 5.422 -1.177 -1.310
Si 2.857 1.562 -2.434
C 4.274 1.008 -3.513
C 1.783 2.584 -3.582
C 3.486 2.673 -1.056
H 2.565 -3.157 -4.728
H 3.688 -2.509 -3.528
H 2.903 -1.430 -4.692
H -0.447 -2.312 -4.658
H -0.030 -0.611 -4.424
H -1.060 -1.433 -3.255
H 0.459 -4.390 -2.667
H 0.156 -3.429 -1.219
H 1.770 -4.084 -1.526
H 2.437 -3.056 0.299
H 3.975 -3.137 1.178
H 3.897 -3.569 -0.528
H 3.354 0.164 1.825
H 4.723 0.888 0.985
H 4.940 -0.596 1.911
H 5.229 -1.402 -2.358
H 6.040 -1.983 -0.905
H 6.000 -0.254 -1.261
H 4.063 0.111 -4.091
H 5.185 0.833 -2.948
H 4.469 1.820 -4.220
H 1.304 1.973 -4.353
H 2.431 3.302 -4.097
H 1.012 3.155 -3.065
H 4.563 2.547 -0.913
H 3.006 2.487 -0.097
H 3.309 3.720 -1.321
```

HOMO ... -10.41 eV
ΔE to the lowest compared entry with this formula, charge and spin ... 454.5 kJ/mol
Calculated total energy ... -6062.0203 Eh
F_max ... 2.1 eV Å⁻¹
Total charge ... +1



Density functional theory data (ωB97M-V/def2-TZVPD) for C22H26F3N3O3 in the gas phase at a distorted geometry.

The geometry in XYZ format:
```
57
Properties=species:S:1:pos:R:3
C 5.993 -0.370 -1.510
H 6.491 0.195 -2.295
H 5.624 0.330 -0.764
C 4.850 -1.197 -2.089
C 5.373 -2.170 -3.142
H 4.558 -2.742 -3.580
H 6.080 -2.867 -2.696
H 5.880 -1.631 -3.938
H 4.131 -0.520 -2.563
C 4.127 -1.970 -0.975
C 3.483 -1.055 0.001
N 3.849 -1.000 1.255
O 3.080 -0.065 1.868
C 2.228 0.462 0.967
C 2.431 -0.130 -0.243
H 1.910 0.055 -1.158
C 1.246 1.485 1.433
N 0.222 0.891 2.276
C -0.775 0.165 1.723
O -0.891 0.033 0.523
C -1.755 -0.473 2.716
H -1.292 -1.402 3.068
C -2.128 0.418 3.899
H -2.869 -0.110 4.504
C -2.720 1.719 3.379
C -3.733 1.560 2.258
O -4.425 2.503 1.919
N -3.818 0.358 1.647
C -3.046 -0.822 1.979
H -2.796 -1.333 1.044
H -3.656 -1.496 2.596
C -4.695 0.224 0.496
C -3.887 0.104 -0.769
C -2.911 1.057 -1.032
C -2.085 0.909 -2.132
C -2.244 -0.161 -3.005
C -3.241 -1.087 -2.760
C -4.046 -0.963 -1.640
H -4.804 -1.707 -1.441
H -3.376 -1.920 -3.433
H -1.590 -0.264 -3.856
C -0.984 1.891 -2.394
F 0.185 1.287 -2.685
F -0.728 2.709 -1.364
F -1.247 2.692 -3.449
H -2.789 1.898 -0.368
H -5.311 1.128 0.471
H -5.340 -0.651 0.630
H -1.931 2.361 2.975
H -3.206 2.280 4.179
H -1.273 0.626 4.546
H 0.425 0.807 3.258
H 0.753 1.918 0.560
H 1.752 2.265 2.005
H 3.356 -2.604 -1.420
H 4.838 -2.603 -0.441
H 6.725 -1.019 -1.033
```

HOMO ... -9.25 eV
ΔE to the lowest compared entry with this formula, charge and spin ... 33.1 kJ/mol
Calculated total energy ... -1543.5614 Eh
F_max ... 1.2 eV Å⁻¹
Structure (SMILES) ... CC(C)Cc1cc(CNC(=O)[C@H]2CCC(=O)N(Cc3cccc(C(F)(F)F)c3)C2)on1



Density functional theory data (ωB97M-V/def2-TZVPD) for C3H8N2O in the gas phase at a distorted geometry.

The geometry in XYZ format:
```
14
Properties=species:S:1:pos:R:3
C 0.015 -0.667 -1.195
C -0.088 -0.625 0.389
C -0.997 0.384 1.081
N -0.377 1.595 1.429
O -2.110 0.141 1.495
N 1.416 -0.474 -1.591
H -0.780 0.002 -1.498
H -0.258 -1.688 -1.561
H 0.775 -0.727 1.052
H -0.628 -1.552 0.600
H -0.977 2.369 1.709
H 0.289 1.879 0.677
H 1.735 0.501 -1.522
H 1.986 -1.137 -1.063
```

HOMO ... -9.21 eV
ΔE to the lowest compared entry with this formula, charge and spin ... 124.1 kJ/mol
Calculated total energy ... -303.8449 Eh
F_max ... 2.6 eV Å⁻¹
Structure (SMILES) ... NCCC(N)=O



Which of these has the lowest HOMO?
C23H18N10O2SeSn



What did the second record say?
Density functional theory data (ωB97M-V/def2-TZVPD) for a 11-piece molecular cluster, C16H44BN6O18 overall at a distorted geometry.

The geometry in XYZ format:
```
85
Properties=species:S:1:pos:R:3
O -1.472 2.672 0.014
C -0.932 1.597 0.067
O -1.046 0.557 -0.708
B -0.030 -0.420 -0.377
O 0.588 0.093 0.877
C 0.040 1.216 1.263
O 0.320 1.849 2.245
O 1.109 -0.566 -1.300
C 1.266 -1.789 -1.720
O 2.174 -2.183 -2.393
C 0.216 -2.652 -0.930
O -0.571 -1.772 -0.291
O 0.168 -3.831 -0.906
O 0.909 -5.516 -3.242
H 0.912 -4.978 -2.438
H 1.598 -6.171 -3.096
O 4.310 0.166 -2.128
H 3.471 -0.231 -1.880
H 4.604 -0.348 -2.886
O -0.682 -4.954 1.648
H -1.011 -4.450 0.901
H -0.383 -4.289 2.277
O -2.978 0.112 -3.280
H -2.736 1.050 -3.428
H -2.494 -0.138 -2.488
C 5.406 -3.875 -1.782
O 4.759 -4.825 -2.214
N 6.642 -4.023 -1.199
N 4.952 -2.582 -1.813
H 7.055 -4.910 -1.446
H 7.208 -3.197 -1.155
H 5.420 -1.912 -1.237
H 3.958 -2.554 -2.063
C 0.561 6.098 1.889
O 0.614 7.336 1.903
N 0.989 5.362 2.941
N 0.165 5.405 0.786
H 1.235 5.884 3.760
H 0.801 4.371 2.916
H -0.293 4.511 0.834
H 0.064 5.967 -0.037
C -1.724 3.662 -3.704
O -2.672 2.867 -3.627
N -0.783 3.765 -2.742
N -1.530 4.445 -4.788
H -0.938 3.177 -1.933
H 0.007 4.374 -2.800
H -2.258 4.637 -5.454
H -0.904 5.230 -4.727
C -3.068 -3.585 -2.480
C -3.126 -4.722 -1.492
C -3.357 -4.358 -0.022
O -4.091 -5.717 -1.830
H -2.307 -2.829 -2.277
H -3.989 -2.996 -2.397
H -2.881 -3.902 -3.506
H -2.166 -5.256 -1.484
H -3.584 -5.276 0.517
H -4.278 -3.791 0.169
H -2.548 -3.752 0.372
H -4.621 -5.397 -2.567
C -3.632 4.237 3.813
C -3.136 4.240 2.402
C -4.129 3.508 1.459
O -3.027 5.606 1.949
H -4.471 4.915 4.012
H -2.806 4.446 4.498
H -4.163 3.336 4.139
H -2.188 3.723 2.234
H -3.751 2.544 1.120
H -4.179 4.031 0.501
H -5.115 3.490 1.920
H -3.026 6.126 2.758
C 2.833 -1.845 2.214
C 3.628 -1.356 3.391
C 3.306 0.124 3.630
O 3.227 -2.181 4.492
H 3.061 -2.841 1.826
H 3.078 -1.285 1.294
H 1.753 -1.716 2.285
H 4.688 -1.479 3.157
H 3.474 0.671 2.699
H 3.839 0.636 4.429
H 2.225 0.210 3.775
H 2.441 -1.797 4.890
```

HOMO ... -7.68 eV
Calculated total energy ... -2344.2013 Eh
F_max ... 2.6 eV Å⁻¹
Total charge ... -1



Look up the HOMO of the third one.
-14.34 eV



What is the formula in the first record?
C41H93B2Cl2NO18P